Formula: C19H27BF4N5Ni
Source: the Open Molecules 2025 dataset
Level of theory: the ωB97M-V functional and the def2-TZVPD basis

Values from the calculation:
LUMO level (spin up / spin down)   2.7678 / 2.7646 eV
HOMO-LUMO gap (spin up / spin down)   3.77 / 5.34 eV
Net charge   -1
⟨S²⟩   2.03
Electronic energy   -80189.0254 eV
Multiplicity   3

Structure (XYZ):
```
57
C19H27BF4N5Ni, DFT the ωB97M-V functional and the def2-TZVPD basis
Ni -0.8167 -2.1821 -0.2897
C 2.0343 -2.0073 -1.1839
C 2.0740 -2.4037 0.2893
N 0.9175 -3.2320 0.6294
C 0.6278 -3.3242 2.0719
C -0.1900 -2.1506 2.5550
C -0.1868 -1.7009 3.8433
C -1.0749 -0.6590 4.2390
C -1.8684 -0.0748 3.1959
C -1.7889 -0.5619 1.9269
C -2.5397 0.0567 0.7550
N -2.0252 -0.3688 -0.5596
C -1.3306 0.6494 -1.3376
C 1.1600 0.2696 -1.2762
N 0.8936 -1.1363 -1.4491
N -1.0118 -1.6308 1.5857
H 2.9891 -1.5458 -1.4729
H 1.9081 -2.9089 -1.7881
H 3.0206 -2.9075 0.5124
H 2.0216 -1.5036 0.9102
H 1.0116 -4.1521 0.2271
H 0.0633 -4.2510 2.2151
H 1.5451 -3.4007 2.6641
H 0.4962 -2.1455 4.5638
H -1.1031 -0.2882 5.2557
H -2.5061 0.7834 3.4025
H -3.5977 -0.2099 0.8116
H -2.4768 1.1477 0.8332
H -2.7588 -0.7676 -1.1244
H -1.2731 0.2497 -2.3552
H -1.9103 1.5743 -1.3633
H 1.5607 0.7129 -2.2027
H 1.9288 0.3902 -0.5079
H 0.5213 -1.3189 -2.3745
F -1.1028 -3.2422 -2.1102
B -1.0385 -3.1320 -3.5532
F -0.1239 -4.0871 -4.0279
F -2.3222 -3.3173 -4.0807
F -0.5639 -1.8022 -3.8313
C 0.0639 3.0235 -2.9609
C 0.2773 3.3435 -1.4980
C 0.5347 4.6639 -1.1434
C 0.8109 5.0122 0.1682
C 0.8482 4.0320 1.1364
C 0.5862 2.6968 0.8249
C 0.6783 1.6559 1.9163
C 0.2624 2.3594 -0.5004
N -0.0193 0.9919 -0.8041
H -0.4322 3.8553 -3.4612
H -0.5313 2.1317 -3.1180
H 1.0211 2.8667 -3.4627
H 0.5284 5.4278 -1.9147
H 1.0127 6.0445 0.4295
H 1.0840 4.2946 2.1631
H 1.6613 1.6941 2.3966
H 0.5164 0.6490 1.5359
H -0.0660 1.8359 2.6938
```